(1)
The following is a quantum chemistry calculation of the molecule C12H22OSe, from the OMol25 dataset.

Geometry as XYZ:
```
36
Properties=species:S:1:pos:R:3
C 2.19327 1.88101 1.83749
H -2.31365 1.27357 -1.09862
H -0.93619 1.18308 -2.27494
H -2.16052 -0.64591 -0.53354
H 1.43937 0.59490 3.38433
C 0.86672 -0.70529 -3.75163
H 0.45047 -1.67307 -3.46903
C -0.12565 1.86911 2.79667
C 0.34067 -1.91775 0.20901
H -1.28514 -1.47703 -1.98659
H -1.33819 1.17501 1.35057
H 0.37613 1.62883 -0.09276
H 1.64972 -0.67467 -4.56266
C -0.51105 0.74193 1.75021
C 0.03878 -0.64204 -0.58987
C -1.31229 -0.63180 -1.23027
H -0.20698 2.74692 2.14247
H 0.27060 -3.98048 0.36204
Se 1.55913 -0.19204 -1.95205
O 2.59443 -0.02112 0.49205
H -2.55029 0.31810 -2.53687
H 3.30468 1.82353 2.09492
H -0.88967 1.93537 3.49531
H 1.53270 2.27390 3.98011
H 0.09036 -0.09467 -3.99911
C 1.82569 0.78512 0.94216
H -0.64801 -0.12347 2.33130
H 0.08834 -1.73275 1.23909
H 1.94097 2.97052 1.36806
C -0.11870 -3.29941 -0.35389
H 1.39712 -1.88894 0.28849
C -1.77243 0.68070 -1.90933
H -1.15108 -3.55121 -0.41614
C 0.40892 0.76908 0.58386
H 0.35102 -3.67705 -1.27176
C 1.34216 1.64205 3.05002
```

Calculated values
LUMO: 0.02612 Ha
HOMO: -0.28500 hartree
energy above the lowest of the compared OMol25 structures with the same formula, charge and spin: 141.7 kJ/mol
F_max: 4.96 eV/A
calculated total energy: -80190.997 eV

Atom charges from the Löwdin analysis, given in e for atoms 1 to 8:
1. C -0.12
2. H 0.09
3. H 0.02
4. H 0.12
5. H 0.13
6. C -0.38
7. H 0.00
8. C -0.16


(2)
The following is a quantum chemistry calculation of C12H23AlClF4IN2S as an isolated structure, from the OMol25 dataset.

Geometry as XYZ:
```
45
Properties=species:S:1:pos:R:3
C 1.98209 4.61564 -0.67077
Al -5.58342 -2.07466 -3.28890
H 2.37775 -0.72211 3.08309
H 2.71929 2.32882 -1.01862
F -4.49832 -3.31085 -3.67501
F -6.79960 -2.65685 -2.28204
C 3.01770 -1.56571 2.81431
N 0.76039 -1.23184 0.31085
H 3.43642 0.46156 0.57907
S -4.25137 0.74063 -0.01675
H 2.96606 -0.28722 -0.98573
F -4.68270 -0.93322 -2.39406
H -1.34410 1.16044 -0.77247
H 2.35984 4.88356 -1.66137
H 1.55048 5.51464 -0.23819
C 0.32786 -0.11188 -0.56467
C 0.95416 3.49502 -0.82161
H 4.04836 -1.21277 2.81778
Cl 0.57820 -0.62303 -2.26102
H -2.35287 -0.67006 -1.81857
H 3.35815 -3.59220 3.49034
H 3.22552 -2.39684 4.77379
H 1.15993 1.23882 0.89965
H 2.13530 -2.91124 1.50342
H 1.76880 -2.92740 3.94595
H -1.21777 0.35575 0.79540
H -3.25685 -1.17029 1.04609
C 2.01454 -1.16727 0.64211
C 1.64669 2.12697 -1.05768
H 1.44048 1.80146 -2.07838
H -4.09222 -1.55296 -0.47665
H 2.83488 4.29624 -0.07041
C -1.12375 0.21061 -0.28676
C -2.09928 -0.86227 -0.77666
H -3.63817 1.23734 1.07085
H 0.11595 -1.96480 0.58590
H -1.63911 -1.85870 -0.71757
C -3.40226 -0.86883 0.00614
F -6.19721 -1.34046 -4.66819
H 0.34444 3.71187 -1.69361
C 1.37679 0.95086 -0.13209
C 2.82502 -2.69481 3.80607
I -0.43291 3.58999 0.81559
C 2.61927 0.03500 0.00127
N 2.66758 -2.04697 1.44010
```

Calculated values
LUMO: -0.05967 Ha
HOMO: -0.31528 hartree
F_max: 1.17 eV/A
calculated total energy: -64730.176 eV

Atom charges from the Löwdin analysis, given in e for atoms 1 to 8:
1. C -0.18
2. Al -0.18
3. H 0.12
4. H 0.11
5. F -0.20
6. F -0.19
7. C -0.21
8. N 0.17


(3)
The following is a quantum chemistry calculation of C12H23BClF2N3O2RuS as an isolated structure, from the OMol25 dataset.

Geometry as XYZ:
```
46
Properties=species:S:1:pos:R:3
H -4.27714 4.16021 0.89780
H -1.75682 -1.92580 0.54549
H 3.38397 0.20463 -0.01728
H -3.87591 3.84494 2.58807
N -2.81270 2.74403 1.13438
C -1.74749 2.20989 1.68717
H 3.98610 -0.50661 -2.26617
H 4.20873 -2.22275 -1.90617
H 0.08752 2.91235 4.37173
H 0.77923 2.27450 2.86730
Cl -2.84530 -1.82789 -1.56416
H -3.32505 -0.96949 0.59879
F -0.80192 1.47880 -2.80049
O 1.38610 -0.43022 -1.53517
N -4.52027 1.90830 -1.30318
H 1.44343 -4.41721 0.34606
C 3.47057 -1.46269 -2.17141
H 3.10218 -3.88750 0.04340
C -0.09042 2.25699 3.52308
H -0.23194 1.23884 3.88583
H 2.08726 -3.01775 1.20862
C 2.40324 -1.35862 -1.09976
H 2.30965 -3.95570 -2.45037
C 1.58001 -2.65597 -0.86537
C -2.41841 -1.22097 0.05942
N -1.27058 2.73682 2.82505
S -0.91565 0.83383 1.05233
C -3.53401 1.29722 -1.32065
H -3.14078 2.35069 0.24909
C 2.08787 -3.54239 0.25517
H 1.02428 -2.84088 -2.95211
H 0.63612 -4.24144 -1.94731
H -2.77026 4.80684 1.56719
H 0.63289 1.75064 -1.37510
B 0.15589 -0.85558 -1.04138
C -0.44665 1.79765 -1.47774
C 1.38368 -3.47124 -2.13771
Ru -1.63051 0.23861 -1.11495
C -3.45887 3.95790 1.58365
F -0.87710 3.05420 -1.23703
H -1.76856 3.51411 3.22215
H 3.03953 -1.71385 -3.13821
O 0.28795 -2.12850 -0.49705
H 3.81263 -1.41315 0.55879
C 2.99557 -0.79378 0.18636
H 2.23195 -0.71202 0.96183
```

Calculated values
LUMO: 0.00513 Ha
HOMO: -0.31461 hartree
energy above the lowest of the compared OMol25 structures with the same formula, charge and spin: 68.3 kJ/mol
F_max: 0.32 eV/A
calculated total energy: -53434.818 eV

Atom charges from the Löwdin analysis, given in e for atoms 1 to 8:
1. H 0.09
2. H 0.01
3. H 0.09
4. H 0.09
5. N -0.02
6. C -0.67
7. H 0.09
8. H 0.10


(4)
The following is a quantum chemistry calculation of a 2-piece molecular cluster, C12H23BrF6N5O3P overall, from the OMol25 dataset.

Geometry as XYZ:
```
51
Properties=species:S:1:pos:R:3
F -1.42151 -1.56193 1.62943
F -3.46193 -1.90915 2.47905
C -1.75182 0.49797 -0.58091
H 1.61636 -4.35327 0.70044
O 0.01638 4.55845 1.34191
O 1.52583 0.06955 -2.04859
H 3.19972 -1.79784 1.34646
N 0.67336 -1.21550 0.93646
H 3.01699 -1.51538 -0.97790
H -1.56991 3.37638 -1.05953
H 1.50705 -3.29839 2.16396
H -4.04690 -0.78334 -1.18212
N -4.11682 0.22649 -1.27349
C 1.63282 -3.32171 1.06433
F -3.01470 0.00179 1.41578
H -2.24119 -0.15917 0.15956
N 0.14284 1.08728 0.71549
C 0.14952 -0.23639 0.29225
H 3.75711 -3.45695 1.23508
C 3.04942 -2.74019 0.79545
P -2.34707 -0.74893 2.73305
C -0.90747 4.06398 0.86441
H 4.41920 -2.57898 -0.89537
H -0.31509 -2.92916 0.67812
F -2.65694 -1.27202 4.24480
H 0.16541 1.07424 1.74103
H 1.12426 -1.00203 1.82544
H -1.94275 1.69682 1.13749
C 0.11152 0.22672 -2.10916
H -2.95274 1.89140 -1.69626
N 0.57450 -2.50858 0.40582
C -0.87430 3.06112 -0.26615
H -2.54083 0.47052 -2.67882
H 3.62320 0.90168 -0.92959
F -2.67716 0.74155 3.30239
O 1.89387 1.71174 -3.53070
H 4.30870 1.56968 -2.41144
H 2.77754 -3.22629 -1.34635
F -0.80962 -0.47988 3.25391
Br -2.71896 4.35694 1.49069
C 3.33905 -2.53030 -0.71133
H 3.29157 2.59976 -1.34443
H -0.25821 -0.32281 -2.98620
C 3.42834 1.59559 -1.75904
C -2.82531 0.79962 -1.67342
N -0.55916 -0.31919 -0.92370
H -0.14788 1.28584 -2.26122
C 2.19865 1.14896 -2.55061
H -4.29621 0.57472 -0.33198
H 0.10999 3.03520 -0.75241
C -1.19869 1.64339 0.32789
```

Calculated values
LUMO: 0.00085 Ha
HOMO: -0.35502 hartree
F_max: 3.25 eV/A
calculated total energy: -122047.013 eV

Atom charges from the Löwdin analysis, given in e for atoms 1 to 8:
1. F -0.20
2. F -0.16
3. C -0.22
4. H 0.12
5. O 0.10
6. O 0.00
7. H 0.09
8. N 0.09


(5)
The following is a quantum chemistry calculation of C12H23ClINO3PTl as an isolated structure, from the OMol25 dataset.

Geometry as XYZ:
```
43
Properties=species:S:1:pos:R:3
H -0.52147 -1.17821 4.71927
H 3.60663 -1.00565 -2.37985
H -3.00795 2.35736 -6.79776
H 1.07760 -3.91900 -2.59377
H 0.19131 -1.55021 -4.37690
C 1.89666 -3.23833 -2.33090
H 3.01321 -0.95026 -0.67690
H -1.69839 1.64223 4.54849
C -3.75880 2.21446 -6.01515
Tl -1.90434 0.85017 -2.23610
H 2.26693 0.68504 2.67992
Cl 0.66059 1.88232 -1.85469
O 0.41988 0.08076 1.09443
C -3.18796 1.41182 -4.90225
O -0.71508 -2.69113 0.71893
H 1.98136 -1.60700 -4.50628
C 2.78800 -0.69368 -1.71880
H -4.06798 3.19988 -5.64559
H 1.12956 -0.05410 -4.12595
O -3.68621 0.46765 -4.32979
H 2.66768 -3.27120 -3.11154
C 1.13343 -1.14197 -3.98655
H 0.63930 2.44921 3.64562
C 0.26920 0.09083 2.32541
H -4.62641 1.69311 -6.44067
C -1.17682 0.84564 5.09354
H 0.73813 0.50267 6.01682
H 1.63229 -0.44888 3.88761
H 0.18161 2.18309 6.07216
C -1.22524 -0.44761 4.28649
H -1.72975 0.67660 6.02421
H 2.06866 2.01508 4.57663
C 1.10567 1.63192 4.21368
H 2.32304 -3.54343 -1.36773
H -1.61051 -0.59877 2.20397
C -0.19558 -2.15174 -0.14772
I -0.99746 2.12583 -4.51777
H 2.60735 0.39016 -1.78338
P 1.24743 -1.53626 -2.21049
C 1.39410 0.44772 3.29577
N -0.93622 -0.23496 2.87150
H -2.23368 -0.87260 4.34651
C 0.24024 1.29149 5.43554
```

Calculated values
LUMO (alpha / beta): -0.32380 / -0.38764 Ha
HOMO (alpha / beta): -0.52997 / -0.52854 hartree
F_max: 4.19 eV/A
calculated total energy: -55037.216 eV
charge: +2

Atom charges from the Löwdin analysis, given in e for atoms 1 to 8:
1. H 0.13
2. H 0.08
3. H 0.09
4. H 0.07
5. H 0.06
6. C -0.23
7. H 0.07
8. H 0.12


(6)
The following is a quantum chemistry calculation of C12H23MnN2O3P2 as an isolated structure, from the OMol25 dataset.

Geometry as XYZ:
```
43
Properties=species:S:1:pos:R:3
Mn 0.00000 0.00000 0.00000
H -3.34100 -1.52212 1.34359
H -3.44731 0.67330 -0.32052
H -3.87271 -0.32095 2.52906
C -2.86163 1.36349 0.23453
H -3.54654 1.99662 0.79789
H -3.59836 3.60867 -1.19665
H 3.95797 0.31896 -2.34874
C -0.48862 3.55955 -2.56856
H 2.06228 2.50921 -1.43531
C -2.58472 3.29527 -1.39899
N -0.77450 1.74839 -0.99686
O -3.46985 -2.91219 -2.97349
O 0.96767 -4.62752 -3.43984
H 1.48120 -1.76359 -3.28577
H -2.50684 1.97371 3.18237
H -3.63425 -2.85081 -3.95515
H -2.54465 -1.42668 2.92556
C 3.44889 -0.06150 -1.46324
H 3.78933 0.50465 -0.59611
C 1.29846 -0.69026 -3.33821
O 2.03168 -1.58001 3.79629
C -3.00414 -0.84323 2.12787
H 0.26964 -0.52397 -3.65955
H -1.01771 1.14224 3.66095
H -2.18900 4.85688 -2.82814
H -0.95437 2.46895 2.48673
P -1.76412 0.38465 1.42448
C -2.04007 2.18225 -0.75309
H 1.74288 2.09973 -3.11534
H 1.96819 -0.25998 -4.08272
H 0.13878 4.09023 -3.26917
C -1.53992 1.61564 2.82927
C -1.79387 3.99114 -2.31707
C 1.41020 1.93209 -2.09093
H 3.72129 -1.10847 -1.32664
H -2.44650 -3.04799 -2.85509
H 1.48377 -3.97415 -2.86456
C 1.46871 -1.14220 2.74436
H 1.59026 -5.39748 -3.60165
P 1.58272 0.09911 -1.65221
C -0.01491 2.43142 -1.89304
N 0.88594 -0.68898 1.65542
```

Calculated values
LUMO (alpha / beta): -0.12201 / -0.13421 Ha
HOMO (alpha / beta): -0.40562 / -0.43687 hartree
expectation value of S²: 8.762
energy above the lowest of the compared OMol25 structures with the same formula, charge and spin: 0.0 kJ/mol
spin multiplicity: 6
F_max: 8.15 eV/A
calculated total energy: -71832.191 eV
charge: +1

Atom charges from the Löwdin analysis, given in e for atoms 1 to 8:
1. Mn 0.53
2. H 0.04
3. H 0.08
4. H 0.05
5. C -0.26
6. H 0.10
7. H 0.12
8. H 0.05